Computed, not measured: a molecular structure, C46H50BrF4NO2PV, with wB97M-V/def2-TZVPD.

```
106
C46H50BrF4NO2PV, DFT wB97M-V/def2-TZVPD
V 0.445 0.519 1.159
C -4.865 -3.900 -1.746
C -3.444 -4.298 -1.316
C -3.505 -5.527 -0.395
C -2.637 -4.661 -2.563
C -2.827 -3.130 -0.555
C -1.717 -2.465 -1.004
C -1.199 -1.397 -0.238
N -0.112 -0.629 -0.439
C 0.755 -0.594 -1.509
C 0.590 -1.097 -2.798
C 1.631 -0.960 -3.702
C 2.810 -0.332 -3.278
C 3.023 0.214 -2.010
C 1.939 0.086 -1.155
O 1.862 0.590 0.112
C 4.372 0.861 -1.693
C 5.471 -0.191 -1.912
C 4.592 2.047 -2.644
C 4.497 1.378 -0.257
C 1.541 -1.489 -5.131
C 0.163 -2.077 -5.438
C 1.814 -0.346 -6.119
C 2.596 -2.591 -5.310
C -1.810 -1.082 1.013
O -1.114 -0.158 1.709
C -2.962 -1.706 1.483
C -3.437 -2.720 0.664
C -3.634 -1.299 2.792
C -3.933 0.209 2.777
C -2.705 -1.644 3.965
C -4.957 -2.040 2.993
H -5.329 -4.727 -2.284
H -5.501 -3.667 -0.891
H -4.847 -3.032 -2.406
H -3.874 -6.385 -0.957
H -2.518 -5.779 -0.004
H -4.182 -5.379 0.447
H -3.105 -5.511 -3.058
H -2.613 -3.840 -3.284
H -1.613 -4.948 -2.316
H -1.224 -2.771 -1.911
H -0.344 -1.543 -3.098
H 3.619 -0.254 -3.992
H 5.507 -0.535 -2.945
H 6.444 0.239 -1.672
H 5.314 -1.060 -1.270
H 4.571 1.745 -3.691
H 3.828 2.813 -2.497
H 5.567 2.497 -2.450
H 4.412 0.568 0.471
H 5.483 1.827 -0.136
H 3.754 2.145 -0.027
H -0.632 -1.337 -5.317
H 0.138 -2.416 -6.473
H -0.059 -2.943 -4.810
H 1.106 0.473 -5.980
H 2.824 0.053 -6.018
H 1.710 -0.712 -7.141
H 2.425 -3.416 -4.616
H 2.550 -2.987 -6.326
H 3.607 -2.214 -5.148
H -4.328 -3.248 0.971
H -3.023 0.807 2.706
H -4.583 0.467 1.938
H -4.450 0.485 3.698
H -1.743 -1.138 3.876
H -3.169 -1.338 4.904
H -2.525 -2.719 4.015
H -5.661 -1.842 2.183
H -4.815 -3.118 3.081
H -5.418 -1.699 3.920
F -4.766 5.201 3.082
C -3.594 4.657 2.856
C -2.589 4.765 3.805
F -2.800 5.413 4.932
C -1.362 4.179 3.545
F -0.388 4.279 4.450
C -1.124 3.482 2.370
P 0.471 2.744 2.055
C 1.754 3.910 1.651
C 2.562 4.458 2.649
C 3.529 5.385 2.298
C 3.676 5.767 0.970
C 2.865 5.224 -0.019
C 1.902 4.287 0.316
C 0.981 1.576 3.316
C 2.209 0.921 3.070
C 2.588 -0.156 3.866
C 1.761 -0.580 4.893
C 0.540 0.051 5.126
C 0.136 1.108 4.334
C -2.142 3.396 1.411
Br -1.884 2.538 -0.249
C -3.368 3.978 1.660
F -4.351 3.906 0.780
H 2.438 4.165 3.684
H 4.164 5.814 3.060
H 4.429 6.497 0.704
H 2.987 5.528 -1.050
H 1.275 3.850 -0.453
H 2.877 1.290 2.299
H 3.538 -0.642 3.692
H 2.064 -1.407 5.521
H -0.099 -0.291 5.929
H -0.826 1.578 4.500
```

Properties
multiplicity	3
HOMO energy (spin up / spin down)	-13.051 / -13.543	eV
net charge	+2
energy above the lowest of the compared OMol25 structures with the same formula, charge and spin	0.0	kJ/mol

Computed, not measured: a molecular structure, C46H50CoF3N5P2Se, with wB97M-V/def2-TZVPD.

```
108
C46H50CoF3N5P2Se, DFT wB97M-V/def2-TZVPD
Co 0.983 -0.137 -0.098
C 1.608 -1.097 3.631
P 1.380 0.171 2.322
C 0.259 1.325 3.176
C 2.977 1.066 2.410
C 3.380 1.785 3.530
C 4.553 2.525 3.505
C 5.331 2.553 2.356
C 4.957 1.807 1.247
C 3.789 1.055 1.277
P 3.272 -0.082 -0.037
C 4.432 0.232 -1.403
C 3.999 -1.635 0.597
H 1.789 -0.606 4.588
H 2.466 -1.731 3.406
H 0.717 -1.713 3.724
H 0.793 1.844 3.969
H -0.564 0.769 3.620
H -0.124 2.053 2.467
H 2.779 1.787 4.430
H 4.854 3.089 4.378
H 6.234 3.148 2.325
H 5.583 1.825 0.365
H 5.442 0.035 -1.042
H 4.380 1.251 -1.775
H 4.208 -0.454 -2.220
H 5.016 -1.441 0.940
H 3.999 -2.380 -0.195
H 3.402 -2.015 1.423
C -5.170 -3.154 -0.551
C -5.176 -2.046 -1.567
C -6.257 -1.857 -2.419
C -6.276 -0.827 -3.347
C -5.208 0.053 -3.417
C -4.124 -0.104 -2.566
C -4.099 -1.160 -1.661
N -3.012 -1.356 -0.763
C -1.719 -0.925 -0.959
N -1.278 -1.029 -2.217
C -0.191 -0.344 -2.791
C 0.820 0.203 -2.005
C 1.716 1.032 -2.688
C 1.706 1.184 -4.061
C 0.755 0.514 -4.818
C -0.221 -0.238 -4.194
C -1.293 -0.918 -5.006
N -0.966 -0.539 0.039
C -1.711 -0.236 1.227
C -2.346 0.999 1.329
C -3.135 1.292 2.428
C -3.287 0.350 3.437
C -2.663 -0.884 3.328
C -1.883 -1.205 2.218
C -1.306 -2.579 2.042
H -6.024 -3.813 -0.695
H -5.228 -2.765 0.471
H -4.260 -3.754 -0.617
H -7.098 -2.536 -2.354
H -7.126 -0.706 -4.005
H -5.219 0.875 -4.120
H -3.308 0.608 -2.596
H -3.277 -1.453 0.206
H -1.942 -1.421 -2.865
H 2.415 1.622 -2.119
H 2.431 1.830 -4.540
H 0.747 0.606 -5.897
H -1.126 -0.745 -6.067
H -2.295 -0.546 -4.773
H -1.296 -2.003 -4.856
H -2.197 1.723 0.537
H -3.625 2.254 2.500
H -3.897 0.571 4.302
H -2.800 -1.626 4.106
H -1.385 -3.159 2.962
H -0.264 -2.528 1.724
H -1.842 -3.124 1.259
F 1.221 8.959 1.946
C 1.503 8.570 0.688
F 0.696 9.258 -0.132
F 2.764 8.971 0.437
C 1.356 7.084 0.526
C 0.459 6.547 -0.384
C 0.345 5.172 -0.508
C 1.126 4.324 0.276
C 2.029 4.880 1.190
C 2.143 6.251 1.313
C 1.022 2.900 0.155
C 0.934 1.696 0.053
H -0.147 7.201 -0.995
H -0.348 4.744 -1.220
H 2.640 4.222 1.795
H 2.842 6.680 2.019
C -1.254 -4.525 -2.244
N -0.573 -4.920 -1.021
C -0.916 -6.005 -0.242
C -0.046 -6.045 0.787
N 0.823 -4.986 0.620
C 1.930 -4.661 1.498
C 0.491 -4.282 -0.483
Se 1.327 -2.782 -1.188
H -1.670 -5.412 -2.714
H -0.534 -4.053 -2.907
H -2.051 -3.814 -2.020
H -1.731 -6.658 -0.498
H 0.045 -6.736 1.605
H 2.136 -5.521 2.131
H 1.678 -3.802 2.121
H 2.805 -4.423 0.899
```

Properties
HOMO energy	-10.085	eV
net charge	+1

Computed, not measured: a molecular structure, C46H50F9HfN5OS at a distorted geometry, with wB97M-V/def2-TZVPD.

```
113
C46H50F9HfN5OS, DFT wB97M-V/def2-TZVPD
Hf -0.104 0.087 -0.056
C 0.360 5.618 2.765
C 0.194 4.466 3.760
C 0.533 3.142 3.162
C 1.633 2.359 3.371
C 2.787 2.661 4.267
C 3.860 3.501 3.565
C 1.463 1.183 2.543
C 2.379 0.143 2.453
C 2.237 -1.015 1.701
C 3.259 -2.022 1.512
C 4.679 -1.932 1.974
C 4.839 -2.372 3.432
C 2.682 -3.028 0.790
C 1.320 -2.620 0.528
C 0.388 -3.356 -0.193
C -0.869 -2.926 -0.592
N -1.398 -1.695 -0.312
C -2.629 -1.661 -0.909
C -3.517 -0.595 -0.860
C -3.317 0.616 -0.215
N -2.159 0.989 0.406
C -2.423 2.194 0.990
C -1.543 2.877 1.811
C -0.297 2.431 2.219
N 0.285 1.250 1.853
C -3.786 2.604 0.738
C -4.340 1.623 -0.028
C -5.759 1.512 -0.471
C -6.550 0.654 0.522
C -4.439 3.835 1.282
C -4.162 5.077 0.432
C -2.888 -2.908 -1.591
C -1.791 -3.697 -1.395
C -1.523 -5.028 -2.016
C -0.912 -4.832 -3.407
C -4.124 -3.231 -2.362
C -5.233 -3.767 -1.451
N 1.085 -1.390 1.070
C 3.302 -4.311 0.346
C 3.056 -5.409 1.381
H 0.094 6.558 3.243
H -0.273 5.478 1.892
H 1.390 5.678 2.422
H -0.839 4.446 4.118
H 0.845 4.644 4.617
H 3.227 1.736 4.641
H 2.418 3.222 5.127
H 4.489 2.884 2.928
H 4.494 3.988 4.301
H 3.393 4.265 2.946
H 3.299 0.261 3.010
H 5.041 -0.907 1.860
H 5.300 -2.570 1.340
H 4.175 -1.800 4.075
H 5.864 -2.224 3.763
H 4.590 -3.425 3.535
H 0.685 -4.346 -0.512
H -4.468 -0.729 -1.353
H -1.882 3.817 2.217
H -5.810 1.072 -1.469
H -6.207 2.506 -0.523
H -6.095 -0.329 0.617
H -7.581 0.537 0.194
H -6.552 1.121 1.505
H -4.087 4.011 2.301
H -5.518 3.678 1.335
H -3.096 5.277 0.375
H -4.654 5.948 0.862
H -4.535 4.940 -0.580
H -2.454 -5.592 -2.111
H -0.845 -5.619 -1.400
H -1.591 -4.271 -4.045
H -0.711 -5.790 -3.880
H 0.020 -4.273 -3.342
H -3.885 -3.980 -3.118
H -4.471 -2.337 -2.883
H -4.921 -4.697 -0.980
H -6.135 -3.961 -2.026
H -5.466 -3.051 -0.667
H 4.376 -4.172 0.212
H 2.885 -4.614 -0.618
H 3.513 -5.138 2.328
H 3.481 -6.353 1.049
H 1.989 -5.538 1.544
F -1.556 0.525 -5.284
C -0.317 0.117 -5.545
F 0.380 1.198 -5.942
F -0.424 -0.657 -6.653
C 0.392 -0.617 -4.441
C 1.442 -1.441 -4.799
C 2.179 -2.076 -3.808
C 1.807 -1.862 -2.494
N 0.811 -1.072 -2.117
C 0.128 -0.390 -3.068
S -0.958 0.774 -2.475
H 1.690 -1.567 -5.841
H 3.014 -2.713 -4.048
H 2.359 -2.350 -1.703
C 3.812 1.933 0.065
C 2.556 1.812 -0.821
O 1.800 0.731 -0.545
C 3.057 1.741 -2.292
F 3.850 2.771 -2.630
F 3.787 0.633 -2.478
F 2.070 1.697 -3.186
C 1.679 3.097 -0.695
F 1.960 3.818 0.396
F 0.367 2.736 -0.565
F 1.735 3.940 -1.724
H 4.427 1.050 -0.098
H 3.505 1.962 1.105
H 4.375 2.830 -0.177
```

Properties
HOMO energy	-6.891	eV
energy above the lowest of the compared OMol25 structures with the same formula, charge and spin	63.9	kJ/mol

Computed, not measured: a molecular structure, C46H51N6O3PReS2, with wB97M-V/def2-TZVPD.

```
110
C46H51N6O3PReS2, DFT wB97M-V/def2-TZVPD
Re -0.446 0.183 -0.201
C -2.719 5.494 4.508
C -2.473 4.073 4.080
C -3.523 3.264 3.659
C -3.299 1.959 3.247
C -2.010 1.450 3.243
C -0.947 2.238 3.668
C -1.185 3.537 4.084
S -1.772 -0.245 2.761
O -2.856 -0.565 1.877
O -1.608 -1.024 3.953
N -0.392 -0.240 1.879
C 0.866 -0.322 2.489
C 1.164 -0.343 3.838
C 2.489 -0.477 4.291
C 3.537 -0.593 3.427
C 3.281 -0.562 2.041
C 4.311 -0.665 1.084
C 3.999 -0.627 -0.242
C 2.656 -0.476 -0.614
N 1.663 -0.359 0.240
C 1.956 -0.414 1.578
H -3.681 5.592 5.011
H -2.735 6.164 3.644
H -1.941 5.844 5.185
H -4.533 3.656 3.661
H -4.118 1.330 2.928
H 0.062 1.849 3.668
H -0.356 4.146 4.428
H 0.376 -0.282 4.569
H 2.662 -0.493 5.359
H 4.554 -0.709 3.778
H 5.335 -0.775 1.419
H 4.753 -0.706 -1.013
H 2.415 -0.438 -1.663
O 0.338 1.978 0.636
N 0.628 3.139 0.063
C -0.144 4.198 0.357
C 0.185 5.444 -0.132
C 1.311 5.592 -0.927
C 2.081 4.477 -1.220
C 1.720 3.250 -0.709
H -0.990 3.979 0.991
H -0.447 6.284 0.118
H 1.586 6.564 -1.312
H 2.965 4.544 -1.837
H 2.258 2.327 -0.871
C 0.492 -1.809 -3.050
P 0.047 -0.107 -2.593
C -1.414 0.179 -3.645
C 1.266 0.932 -3.480
C 2.431 0.419 -4.048
C 3.305 1.249 -4.737
C 3.018 2.598 -4.882
C 1.855 3.117 -4.330
C 0.991 2.290 -3.629
H 1.308 -2.202 -2.443
H 0.726 -1.886 -4.112
H -0.385 -2.421 -2.832
H -1.772 1.202 -3.548
H -2.212 -0.501 -3.354
H -1.138 -0.009 -4.683
H 2.662 -0.636 -3.965
H 4.206 0.836 -5.173
H 3.692 3.240 -5.433
H 1.616 4.166 -4.452
H 0.088 2.710 -3.201
C 3.367 -6.849 -0.713
N 3.054 -5.508 -0.241
C 4.014 -4.499 -0.640
C 1.836 -5.179 0.260
S 1.173 -3.639 0.106
N 1.174 -6.178 0.904
C -0.235 -6.021 1.225
C 1.879 -7.093 1.797
H 3.714 -6.781 -1.747
H 2.481 -7.475 -0.688
H 4.156 -7.320 -0.121
H 5.008 -4.795 -0.296
H 3.743 -3.544 -0.203
H 4.041 -4.396 -1.729
H -0.774 -5.645 0.359
H -0.388 -5.328 2.057
H -0.630 -7.000 1.491
H 2.945 -6.886 1.794
H 1.716 -8.136 1.518
H 1.510 -6.946 2.815
C -3.764 -3.138 -1.622
C -2.510 -2.959 -1.037
C -2.107 -1.694 -0.669
C -2.915 -0.574 -0.927
C -4.145 -0.753 -1.535
C -4.566 -2.038 -1.869
N -2.273 0.646 -0.616
C -3.013 1.853 -0.601
C -4.234 1.935 0.065
C -4.914 3.140 0.112
C -4.390 4.272 -0.503
C -3.177 4.189 -1.169
C -2.493 2.982 -1.221
H -4.103 -4.131 -1.882
H -1.855 -3.800 -0.850
H -1.050 -1.677 -0.271
H -4.772 0.098 -1.764
H -5.533 -2.167 -2.339
H -4.620 1.057 0.566
H -5.857 3.200 0.639
H -4.931 5.208 -0.469
H -2.768 5.061 -1.665
H -1.550 2.899 -1.750
```

Properties
HOMO energy (spin up / spin down)	-9.397 / -9.408	eV
net charge	+1
energy above the lowest of the compared OMol25 structures with the same formula, charge and spin	87.1	kJ/mol